# 1
{
  "formula": "C21H15NO6S",
  "method": "wB97M-V/def2-TZVPD",
  "species": ["C", "O", "C", "C", "C", "C", "C", "O", "C", "C", "C", "C", "C", "C", "S", "C", "O", "C", "O", "C", "C", "C", "C", "C", "N", "O", "O", "C", "C", "H", "H", "H", "H", "H", "H", "H", "H", "H", "H", "H", "H", "H", "H", "H"],
  "coordinates": [[6.111, 1.644, 0.013], [5.461, 1.237, 1.195], [4.121, 1.055, 1.173], [3.534, 0.648, 2.375], [2.178, 0.432, 2.454], [1.351, 0.627, 1.348], [-0.127, 0.451, 1.426], [-0.892, 1.250, 0.909], [-0.574, -0.750, 2.124], [-1.882, -1.063, 2.181], [-2.431, -2.224, 2.793], [-3.757, -2.583, 2.856], [-3.974, -3.793, 3.533], [-2.816, -4.351, 3.985], [-1.438, -3.414, 3.592], [1.947, 1.036, 0.156], [1.184, 1.277, -0.976], [0.305, 0.343, -1.375], [0.289, -0.790, -0.971], [-0.625, 0.870, -2.408], [-0.714, 2.232, -2.688], [-1.620, 2.693, -3.629], [-2.442, 1.804, -4.298], [-2.352, 0.447, -4.008], [-3.215, -0.482, -4.703], [-3.113, -1.657, -4.431], [-3.988, -0.024, -5.517], [-1.454, -0.030, -3.066], [3.314, 1.239, 0.055], [7.166, 1.724, 0.271], [5.747, 2.617, -0.330], [5.989, 0.906, -0.786], [4.172, 0.509, 3.233], [1.740, 0.136, 3.394], [0.176, -1.406, 2.539], [-2.590, -0.382, 1.723], [-4.542, -1.989, 2.423], [-4.943, -4.234, 3.681], [-2.691, -5.266, 4.530], [-0.079, 2.922, -2.155], [-1.688, 3.749, -3.841], [-3.156, 2.138, -5.036], [-1.398, -1.085, -2.841], [3.714, 1.539, -0.900]],
  "forces_ev_per_a": [[0.113, 0.065, -0.200], [-0.135, -0.085, 0.232], [-0.358, -0.089, 0.172], [0.275, 0.063, -0.078], [-0.032, 0.064, -0.275], [0.078, 0.344, -0.435], [-0.043, 0.292, 0.005], [0.104, -0.118, 0.119], [-0.807, -0.281, 0.186], [0.741, 0.647, -0.240], [-0.229, -0.899, 0.488], [0.526, 0.335, -0.140], [0.075, -0.349, 0.215], [0.167, 0.164, -0.072], [-0.559, 0.180, -0.171], [0.025, -0.244, 0.542], [0.425, 0.379, 0.115], [-0.247, -0.744, -0.223], [0.069, 0.290, -0.169], [-0.178, 0.202, -0.133], [0.031, -0.150, 0.035], [0.022, -0.061, 0.020], [-0.123, -0.234, -0.075], [0.758, 0.812, 0.602], [-0.252, -0.285, -0.223], [0.001, -0.321, 0.057], [-0.224, 0.075, -0.219], [-0.066, -0.069, -0.058], [0.000, 0.072, -0.198], [-0.073, 0.008, -0.068], [0.001, -0.040, 0.009], [-0.008, 0.029, 0.027], [0.071, -0.006, 0.110], [-0.038, -0.071, 0.101], [0.081, -0.081, 0.037], [0.001, 0.085, -0.061], [-0.111, 0.156, -0.104], [-0.138, -0.095, 0.039], [-0.025, -0.194, 0.106], [0.039, 0.056, 0.037], [-0.015, 0.074, -0.020], [-0.002, 0.009, -0.005], [-0.004, -0.004, 0.003], [0.064, 0.019, -0.090]],
  "mulliken_charge": [-0.811, -0.439, 0.804, -0.838, -0.613, 0.491, 0.291, -0.618, -1.112, 0.058, 0.441, -0.495, -0.473, -0.444, -0.127, 0.062, -0.446, 0.722, -0.602, 0.115, -0.512, -0.728, -0.405, -0.105, 1.048, -0.606, -0.629, -0.295, -0.232, 0.236, 0.335, 0.327, 0.450, 0.555, 0.453, 0.417, 0.420, 0.386, 0.421, 0.509, 0.413, 0.494, 0.608, 0.477],
  "e_above_lowest_ev": 1.908,
  "smiles": "COc1ccc(C(=O)/C=C/c2cccs2)c(OC(=O)c2cccc([N+](=O)[O-])c2)c1",
  "gap_ev": 7.869,
  "mol_weight_da": 409.42,
  "lumo_ev": -0.62,
  "spin_multiplicity": 1,
  "e_tot_ev": -46627.417
}

# 2
{
  "formula": "H30O19P",
  "method": "wB97M-V/def2-TZVPD",
  "species": ["P", "O", "O", "O", "O", "O", "H", "H", "O", "H", "H", "O", "H", "H", "O", "H", "H", "O", "H", "H", "O", "H", "H", "O", "H", "H", "O", "H", "H", "O", "H", "H", "O", "H", "H", "O", "H", "H", "O", "H", "H", "O", "H", "H", "O", "H", "H", "O", "H", "H"],
  "coordinates": [[-32.609, 16.697, -1.202], [-32.731, 16.432, 0.341], [-34.059, 16.980, -1.737], [-31.978, 15.353, -1.766], [-31.672, 17.929, -1.384], [-34.733, 18.767, 0.695], [-34.459, 18.061, 0.069], [-34.208, 18.604, 1.488], [-31.825, 12.684, -1.345], [-30.902, 12.572, -1.583], [-32.013, 13.646, -1.532], [-32.025, 18.664, 1.848], [-32.279, 17.859, 1.313], [-32.191, 19.412, 1.262], [-34.572, 14.381, -3.217], [-33.943, 15.006, -2.811], [-34.028, 13.860, -3.814], [-31.752, 14.384, 1.623], [-32.245, 15.120, 1.121], [-30.925, 14.296, 1.145], [-35.019, 15.661, 1.601], [-35.667, 15.897, 0.922], [-34.150, 15.956, 1.217], [-29.368, 15.006, -1.844], [-30.376, 15.153, -1.881], [-29.266, 14.157, -1.406], [-35.568, 17.399, -4.141], [-34.916, 17.575, -4.828], [-35.025, 17.143, -3.362], [-29.654, 19.879, -1.577], [-29.986, 18.966, -1.736], [-30.378, 20.314, -1.114], [-31.126, 14.925, -4.365], [-31.454, 15.292, -3.486], [-30.319, 14.469, -4.116], [-36.591, 16.397, -0.923], [-35.712, 16.615, -1.326], [-36.846, 15.577, -1.354], [-33.566, 19.284, -3.191], [-32.625, 19.198, -2.996], [-33.988, 18.590, -2.626], [-29.773, 17.612, -3.378], [-30.489, 17.296, -2.777], [-29.427, 16.816, -3.776], [-32.397, 17.006, -5.650], [-32.643, 17.722, -5.036], [-32.092, 16.264, -5.084], [-32.667, 20.417, -0.623], [-33.522, 20.100, -0.286], [-32.289, 19.626, -1.099]],
  "forces_ev_per_a": [[0.261, 0.031, 2.403], [-0.266, 0.567, -0.580], [1.015, -0.290, -0.337], [-0.395, 1.232, -1.282], [-0.762, -1.241, -0.979], [-0.166, 0.158, -0.375], [-0.177, 0.205, 0.323], [0.123, -0.186, -0.099], [-0.063, 0.067, -0.287], [0.014, 0.079, -0.072], [-0.006, -0.313, 0.367], [-0.351, -0.316, 0.288], [0.445, 0.285, 0.067], [0.190, -0.090, -0.330], [0.027, -0.058, -0.099], [-0.228, -0.096, 0.138], [0.130, 0.040, 0.070], [-0.312, 0.166, 0.152], [0.711, -0.475, 0.221], [-0.085, 0.114, -0.199], [0.116, 0.055, 0.176], [0.158, 0.066, -0.092], [-0.539, -0.212, -0.055], [-0.281, -0.286, -0.483], [0.574, 0.125, 0.668], [-0.096, 0.069, 0.147], [-0.124, -0.177, 0.020], [0.058, -0.023, 0.180], [-0.196, 0.006, -0.329], [0.111, -0.074, -0.089], [0.109, 0.631, 0.206], [-0.029, -0.174, 0.075], [-0.307, 0.099, 0.542], [0.008, -0.649, -0.288], [0.083, 0.074, 0.122], [-0.101, 0.008, -0.108], [-0.046, -0.125, 0.348], [0.178, -0.009, -0.074], [-0.305, -0.088, -0.494], [-0.047, -0.176, 0.250], [0.608, 0.351, -0.287], [-0.319, -0.038, 0.081], [0.283, 0.579, -0.062], [0.055, -0.310, -0.056], [-0.320, 0.102, 0.339], [0.218, -0.339, -0.090], [0.006, 0.619, -0.565], [0.465, -0.059, -0.008], [0.094, -0.160, -0.146], [-0.521, 0.236, 0.684]],
  "mulliken_charge": [-0.186, -0.680, 0.410, -0.374, -0.273, -0.768, 0.119, 0.465, -0.697, 0.238, 0.340, -0.778, 0.259, 0.423, -0.671, 0.148, 0.270, -0.719, 0.326, 0.290, -0.745, 0.390, 0.429, -0.654, 0.227, 0.249, -0.674, 0.332, 0.258, -0.759, 0.401, 0.332, -0.845, 0.123, 0.349, -0.769, 0.212, 0.296, -0.737, 0.440, 0.213, -0.672, 0.391, 0.326, -0.743, 0.330, 0.435, -0.810, 0.469, 0.066],
  "total_charge": -3,
  "e_above_lowest_ev": 0.000,
  "gap_ev": 7.324,
  "mol_weight_da": 365.19,
  "lumo_ev": 6.94,
  "spin_multiplicity": 1,
  "e_tot_ev": -48684.622
}